(1)
C4H17NO3 | ωB97M-V with the def2-TZVPD basis set

As for the SMILES: CCNCC.O.O.O. The value obtained for the energy above the lowest of the compared OMol25 structures with the same formula, charge and spin is 2.143 eV. As for the net charge: 0. Its spin multiplicity is 1.

Cartesian coordinates (Å):
O -0.94 2.58 -0.86
O 1.26 2.06 0.43
O 2.07 -0.26 -0.06
N -0.29 -1.07 0.08
C -0.86 -0.68 -1.20
C -0.27 -1.51 -2.39
C -0.71 -0.19 1.24
C -0.12 -0.73 2.55
H 0.95 -1.01 2.27
H -0.39 -2.56 -2.06
H -1.96 -0.69 -1.14
H -0.56 -1.62 3.01
H -1.76 -0.07 1.48
H 1.08 -0.80 -0.09
H -0.67 -1.98 0.39
H -0.26 0.83 0.97
H 0.80 -1.36 -2.47
H -0.57 0.30 -1.29
H 1.14 2.83 0.99
H -0.69 3.44 -1.22
H -0.78 -1.20 -3.30
H 2.28 0.28 -0.88
H 1.66 0.93 0.33
H -0.36 2.35 -0.07
H -0.04 0.10 3.28

Just the Löwdin charges please, in e? Sure, here they are: -0.123, -0.272, -0.097, -0.108, -0.250, -0.049, -0.245, -0.094, 0.091, 0.078, 0.128, 0.066, 0.115, 0.045, 0.150, 0.087, 0.059, 0.057, 0.029, 0.033, 0.070, 0.098, 0.059, -0.010, 0.085

(2)
C4H18NO3 | ωB97M-V with the def2-TZVPD basis set

The value obtained for the energy above the lowest of the compared OMol25 structures with the same formula, charge and spin is 0.116 eV. As for the net charge: 0. Its spin multiplicity is 2.

Cartesian coordinates (Å):
O 3.18 0.93 0.58
O -2.18 1.34 1.06
O 0.41 -1.06 2.67
N 0.38 0.71 0.34
C -1.62 -1.69 -0.23
C 0.70 0.77 -2.18
C -0.13 0.30 -0.99
C -0.44 -1.20 -1.06
H 3.96 0.40 0.42
H -1.37 -2.13 0.71
H 0.88 -1.74 3.16
H 0.02 1.03 -3.00
H -2.34 -0.88 -0.12
H 3.47 1.84 0.42
H 0.15 -0.04 1.01
H -1.09 0.78 -1.18
H 1.39 0.62 0.40
H -2.10 -2.52 -0.75
H -2.69 2.06 0.69
H -0.03 1.58 0.70
H -0.49 -1.17 2.93
H 1.22 1.71 -1.98
H 1.34 -0.01 -2.59
H -0.65 -1.41 -2.12
H -2.46 1.47 1.99
H 0.51 -1.71 -0.88

Just the Löwdin charges please, in e? Sure, here they are: -0.077, -0.241, -0.094, 0.165, -0.124, -0.074, -0.426, -0.223, 0.045, 0.037, 0.047, 0.079, 0.051, 0.053, 0.080, 0.109, 0.084, 0.074, -0.007, 0.075, -0.001, 0.068, 0.074, 0.112, 0.003, 0.110

(3)
C4H18NO4 | ωB97M-V with the def2-TZVPD basis set

The value obtained for the energy above the lowest of the compared OMol25 structures with the same formula, charge and spin is 0.795 eV. As for the net charge: +1. Its spin multiplicity is 1.

Cartesian coordinates (Å):
O -2.77 1.58 -0.97
O 2.57 1.10 -0.97
O 0.56 -0.23 -2.08
O 0.94 -2.99 0.18
N -0.17 0.45 0.30
C -2.29 -0.67 0.86
C -0.77 -0.85 0.88
C 1.20 0.59 0.94
C 2.10 1.62 0.26
H 2.91 1.71 0.98
H 3.53 1.06 -1.04
H 0.24 0.03 -2.96
H -0.02 0.33 -0.73
H -0.28 -1.08 1.81
H 1.68 2.61 0.14
H -3.35 0.95 -0.54
H 1.58 -3.51 -0.32
H -2.70 -0.98 -0.09
H 1.62 -0.41 0.91
H -2.73 -1.46 1.47
H -0.38 -1.56 0.14
H -2.54 0.34 1.15
H -2.84 2.37 -0.44
H -0.78 1.21 0.57
H 1.47 0.11 -2.08
H 1.06 0.93 1.96
H 0.15 -3.24 -0.31

Just the Löwdin charges please, in e? Sure, here they are: -0.043, -0.070, -0.025, -0.056, 0.041, -0.059, -0.154, -0.102, -0.198, 0.132, 0.120, 0.097, 0.089, 0.126, 0.131, 0.016, 0.063, 0.085, 0.130, 0.094, 0.077, 0.071, 0.051, 0.139, 0.053, 0.140, 0.053

(4)
C4H18NO7 | ωB97M-V with the def2-TZVPD basis set

The value obtained for the energy above the lowest of the compared OMol25 structures with the same formula, charge and spin is 1.178 eV. As for the net charge: +1. Its spin multiplicity is 1.

Cartesian coordinates (Å):
O 2.21 2.19 1.18
O 0.75 -1.16 -3.37
O -2.85 2.10 -1.62
O 0.48 -2.43 -0.49
O -1.83 1.84 1.75
O 2.04 0.64 -1.78
O -2.23 -2.73 0.13
N 1.67 -0.33 0.69
C 0.51 0.54 0.99
C 1.05 1.98 0.96
C -0.17 0.25 2.32
C -1.19 1.34 2.64
H -2.17 2.59 -1.16
H -2.66 1.17 -1.57
H 2.03 1.58 -1.56
H 2.43 0.57 -2.67
H 1.01 -2.76 -1.22
H 0.66 0.12 3.02
H -1.47 1.47 3.70
H 2.03 -0.18 -0.28
H -2.67 -1.88 0.19
H 0.40 2.80 0.67
H 2.45 -0.10 1.30
H -0.13 0.42 0.11
H -0.43 -2.77 -0.44
H -2.90 -3.40 0.31
H 1.37 -1.28 0.87
H -0.75 -0.67 2.34
H 0.30 -1.13 -4.22
H 0.06 -0.78 -2.81

Just the Löwdin charges please, in e? Sure, here they are: 0.110, -0.059, -0.041, -0.050, 0.081, -0.037, -0.037, 0.189, -0.266, -0.187, -0.070, -0.214, 0.021, 0.014, 0.068, 0.085, 0.058, 0.133, 0.141, 0.118, 0.055, 0.138, 0.165, 0.150, 0.014, 0.069, 0.125, 0.137, 0.061, 0.026